C24H45NO6P | the ωB97M-V functional and the def2-TZVPD basis

Element x y z (Å)
C: 8.946 -2.559 0.304
C: 9.196 -1.058 0.524
C: 8.229 -0.191 -0.284
C: 6.825 -0.229 0.301
C: 5.840 0.680 -0.470
C: 4.527 -0.009 -0.903
C: 3.284 0.544 -0.181
C: 2.583 1.610 -1.029
C: 1.729 2.585 -0.208
C: 0.348 2.008 0.179
C: -0.828 2.957 -0.136
C: -1.611 2.555 -1.351
C: -0.992 2.041 -2.484
N: -1.702 1.680 -3.568
C: -3.037 1.810 -3.625
C: -3.720 2.309 -2.528
C: -3.007 2.668 -1.385
C: -3.753 3.173 -0.179
O: -3.910 4.325 -0.003
O: -4.080 2.195 0.669
C: -5.334 1.528 0.440
C: -5.185 0.058 0.765
P: -3.939 -0.776 -0.261
O: -2.842 0.121 -0.681
O: -4.741 -1.318 -1.516
C: -4.372 -2.618 -2.039
C: -5.395 -3.666 -1.682
O: -3.400 -2.018 0.559
C: -2.771 -1.698 1.823
C: -1.412 -2.392 1.927
H: 8.479 -2.732 -0.663
H: 9.885 -3.103 0.313
H: 8.318 -2.981 1.082
H: 9.058 -0.839 1.581
H: 10.219 -0.808 0.257
H: 8.593 0.836 -0.303
H: 8.226 -0.534 -1.319
H: 6.907 0.144 1.319
H: 6.427 -1.239 0.310
H: 5.573 1.509 0.185
H: 6.312 1.136 -1.336
H: 4.588 -1.091 -0.825
H: 4.390 0.205 -1.962
H: 3.575 1.014 0.755
H: 2.584 -0.254 0.068
H: 1.966 1.146 -1.801
H: 3.365 2.181 -1.529
H: 2.282 2.807 0.702
H: 1.634 3.520 -0.758
H: 0.354 1.846 1.252
H: 0.203 1.028 -0.273
H: -0.455 3.969 -0.263
H: -1.501 2.942 0.715
H: 0.077 1.905 -2.528
H: -1.237 1.291 -4.376
H: -3.565 1.525 -4.518
H: -4.790 2.406 -2.590
H: -5.735 1.697 -0.556
H: -6.050 1.977 1.125
H: -6.149 -0.418 0.592
H: -5.002 -0.045 1.830
H: -4.360 -2.518 -3.121
H: -3.369 -2.918 -1.750
H: -6.390 -3.264 -1.853
H: -5.319 -3.980 -0.645
H: -5.293 -4.528 -2.334
H: -3.433 -2.069 2.599
H: -2.644 -0.630 1.972
H: -1.225 -3.038 1.080
H: -1.374 -2.950 2.856
H: -0.629 -1.641 1.980
C: -4.710 -1.480 5.136
O: -5.710 -1.630 4.128
H: -4.140 -0.584 4.900
H: -5.159 -1.363 6.124
H: -4.038 -2.342 5.139
H: -6.219 -2.420 4.332

Properties
* total charge: +1
* orbital gap: 8.636 eV
* DFT total energy: -1788.8586 Eh
* E_LUMO: -3.5166 eV


C6H11N | the ωB97M-V functional and the def2-TZVPD basis

Element x y z (Å)
C: 0.922 -1.003 0.529
C: 0.514 0.006 -0.305
C: -2.107 -1.011 -1.469
C: -1.780 -0.182 -0.437
N: 0.504 -1.262 1.813
C: 1.032 1.202 0.383
C: 1.582 2.231 -0.279
H: 1.330 -1.891 0.043
H: 0.792 -0.078 -1.349
H: 0.274 -0.461 2.376
H: 0.993 -1.973 2.329
H: -1.980 -0.514 0.576
H: -1.899 0.887 -0.558
H: -2.142 -2.082 -1.340
H: -2.129 -0.652 -2.490
H: 0.687 1.385 1.393
H: 1.807 2.166 -1.340
H: 1.600 3.232 0.126

Properties
* orbital gap: 7.872 eV
* relative energy (zero: lowest compared OMol25 entry of this formula, charge and spin): 4.258 eV
* DFT total energy: -289.8152 Eh
* structure (SMILES): C=C/C=C\N.C=C
* E_LUMO: 0.8945 eV


C3H5N3O | the ωB97M-V functional and the def2-TZVPD basis

Element x y z (Å)
O: -0.463 -2.138 0.554
C: 0.155 -1.273 1.545
C: 0.054 -0.150 0.546
N: -0.668 -0.975 -0.253
N: -0.255 1.109 -1.766
C: 0.282 1.680 -0.751
N: 0.485 1.053 0.471
H: -0.663 -1.027 -1.268
H: 1.168 -1.585 1.803
H: -0.464 -1.155 2.436
H: -0.280 1.748 -2.557
H: 0.649 2.713 -0.759

Properties
* orbital gap: 10.001 eV
* relative energy (zero: lowest compared OMol25 entry of this formula, charge and spin): 3.866 eV
* DFT total energy: -356.7153 Eh
* structure (SMILES): [H]/N=C/N=C1/CON1
* E_LUMO: 0.9329 eV


C37H35As2N4O2PtS | the ωB97M-V functional and the def2-TZVPD basis

Element x y z (Å)
Pt: 0.545 -0.351 -0.276
C: -2.398 -0.687 1.102
C: -1.716 -0.982 2.435
As: 0.209 -0.495 2.465
C: 1.059 -2.272 2.413
C: 0.553 -3.383 3.079
C: 1.200 -4.611 3.014
C: 2.379 -4.736 2.295
C: 2.916 -3.625 1.654
C: 2.259 -2.404 1.710
C: 0.299 -0.365 4.473
C: -0.502 0.582 5.115
C: -0.353 0.861 6.466
C: 0.628 0.213 7.205
C: 1.459 -0.703 6.575
C: 1.300 -0.982 5.223
As: -1.570 -1.704 -0.367
C: -2.236 -3.464 0.210
C: -1.346 -4.511 0.417
C: -1.799 -5.752 0.849
C: -3.152 -5.958 1.069
C: -4.052 -4.920 0.847
C: -3.596 -3.683 0.417
C: -2.922 -1.420 -1.737
C: -3.699 -0.269 -1.781
C: -4.619 -0.081 -2.804
C: -4.766 -1.042 -3.794
C: -3.987 -2.191 -3.761
C: -3.069 -2.376 -2.739
H: -2.258 0.363 0.833
H: -3.469 -0.896 1.168
H: -1.806 -2.038 2.696
H: -2.205 -0.413 3.224
H: -0.347 -3.292 3.676
H: 0.775 -5.473 3.515
H: 2.883 -5.694 2.233
H: 3.846 -3.715 1.105
H: 2.662 -1.540 1.193
H: -1.257 1.112 4.541
H: -0.997 1.591 6.942
H: 0.747 0.425 8.260
H: 2.238 -1.202 7.139
H: 1.955 -1.702 4.745
H: -0.290 -4.348 0.239
H: -1.093 -6.558 1.016
H: -3.510 -6.924 1.403
H: -5.112 -5.078 1.008
H: -4.304 -2.883 0.233
H: -3.572 0.500 -1.029
H: -5.210 0.826 -2.835
H: -5.475 -0.891 -4.599
H: -4.081 -2.933 -4.544
H: -2.445 -3.262 -2.725
N: 5.517 1.768 -4.787
C: 4.219 1.319 -4.514
C: 3.115 2.080 -4.900
C: 1.831 1.657 -4.604
C: 1.641 0.468 -3.907
C: 2.732 -0.286 -3.504
C: 4.015 0.137 -3.806
S: 0.003 -0.127 -3.559
O: 0.165 -1.525 -3.232
O: -0.825 0.182 -4.699
N: -0.505 0.583 -2.207
C: -0.806 1.901 -2.066
N: -0.732 2.754 -3.109
C: -1.079 4.014 -2.892
C: -1.510 4.486 -1.669
C: -1.566 3.534 -0.658
N: -1.234 2.271 -0.832
H: 5.595 2.404 -5.562
H: 6.227 1.056 -4.785
H: 3.273 3.011 -5.435
H: 0.964 2.230 -4.895
H: 2.556 -1.194 -2.941
H: 4.872 -0.447 -3.487
H: -1.008 4.678 -3.751
H: -1.784 5.520 -1.511
H: -1.899 3.801 0.342
C: 2.026 0.955 -0.129
H: 2.350 1.421 0.800
H: 2.466 1.410 -1.020

Properties
* total charge: -1
* orbital gap (alpha / beta): 5.644 / 7.186 eV
* relative energy (zero: lowest compared OMol25 entry of this formula, charge and spin): 0.000 eV
* DFT total energy: -6789.4449 Eh
* E_LUMO (alpha / beta): 2.6501 / 2.5646 eV
* 2S+1: 3


C35H53N5O2 | the ωB97M-V functional and the def2-TZVPD basis

Element x y z (Å)
C: 1.605 2.809 2.084
C: 1.862 2.159 1.125
C: 2.209 1.389 -0.067
C: 2.040 -0.141 0.153
C: 0.934 -0.743 -0.755
C: 0.226 -1.894 -0.075
C: -0.935 -2.448 -0.915
C: -2.306 -1.963 -0.423
C: -3.418 -2.603 -1.252
C: -4.803 -1.939 -1.164
C: -4.815 -0.399 -1.064
C: -5.166 0.119 0.349
C: -6.629 0.583 0.470
C: -7.608 -0.513 0.890
C: -7.347 -1.072 2.307
C: -8.447 -0.691 3.302
O: 1.241 -2.888 0.151
C: 0.961 -3.937 0.957
O: 1.437 -5.010 0.730
C: 0.175 -3.677 2.221
C: 1.009 -2.895 3.214
N: 1.189 -3.199 4.425
H: 1.552 3.427 2.954
H: 3.259 1.577 -0.293
H: 1.621 1.710 -0.925
H: 2.964 -0.645 -0.110
H: 1.774 -0.345 1.187
H: 1.417 -1.108 -1.662
H: 0.210 0.020 -1.041
H: -0.185 -1.507 0.861
H: -0.903 -3.539 -0.953
H: -0.801 -2.115 -1.946
H: -2.301 -0.877 -0.497
H: -2.394 -2.270 0.621
H: -3.107 -2.694 -2.292
H: -3.520 -3.627 -0.885
H: -5.343 -2.207 -2.074
H: -5.390 -2.363 -0.351
H: -3.892 0.045 -1.428
H: -5.600 -0.046 -1.734
H: -4.544 0.988 0.569
H: -4.982 -0.658 1.087
H: -6.962 1.013 -0.475
H: -6.708 1.389 1.205
H: -8.605 -0.065 0.902
H: -7.667 -1.309 0.146
H: -6.398 -0.683 2.669
H: -7.308 -2.159 2.257
H: -8.067 -0.719 4.323
H: -9.290 -1.378 3.245
H: -8.808 0.323 3.132
H: -0.083 -4.637 2.659
H: -0.740 -3.122 2.019
H: 1.470 -1.991 2.814
H: 0.706 -4.068 4.657
N: 3.204 1.932 -4.544
C: 3.601 3.145 -4.051
C: 4.570 2.920 -3.110
C: 4.770 1.515 -3.035
C: 3.914 0.933 -3.930
H: 2.501 1.797 -5.247
H: 3.161 4.059 -4.409
H: 5.079 3.677 -2.538
H: 5.461 0.993 -2.394
H: 3.752 -0.102 -4.180
N: 1.817 5.986 4.971
C: 1.885 6.041 6.337
C: 3.136 6.476 6.677
C: 3.852 6.694 5.468
C: 3.012 6.384 4.434
H: 1.013 5.699 4.445
H: 1.041 5.768 6.946
H: 3.500 6.624 7.680
H: 4.868 7.039 5.371
H: 3.161 6.412 3.368
N: 4.725 -1.039 3.111
C: 4.654 -1.828 1.996
C: 5.758 -1.573 1.229
C: 6.527 -0.589 1.910
C: 5.863 -0.281 3.067
H: 4.045 -1.016 3.849
H: 3.827 -2.501 1.844
H: 5.990 -2.039 0.286
H: 7.461 -0.159 1.587
H: 6.102 0.408 3.858
N: 2.054 -0.904 -7.000
C: 0.742 -0.514 -6.964
C: 0.160 -0.897 -8.142
C: 1.160 -1.547 -8.916
C: 2.316 -1.536 -8.184
H: 2.723 -0.753 -6.268
H: 0.335 -0.003 -6.108
H: -0.868 -0.733 -8.419
H: 1.042 -1.973 -9.898
H: 3.297 -1.921 -8.403

Properties
* orbital gap: 8.510 eV
* DFT total energy: -1789.5701 Eh
* structure (SMILES): [H]/N=C\CC(=O)O[C@@H](CCCC#C)CCCCCCCCCC.c1cc[nH]c1.c1cc[nH]c1.c1cc[nH]c1.c1cc[nH]c1
* E_LUMO: 0.3234 eV


C3H5NO2S | the ωB97M-V functional and the def2-TZVPD basis

Element x y z (Å)
C: 0.241 1.769 3.508
C: -1.325 -0.992 -1.512
C: -0.592 0.352 0.311
N: 1.382 2.083 3.402
O: -0.765 1.224 3.334
O: -1.235 0.078 -0.779
S: 0.676 -0.751 0.845
H: -2.134 -0.986 -2.292
H: -0.797 -1.915 -1.415
H: -0.713 1.271 0.726
H: 1.886 2.706 4.050
H: 0.522 -0.522 2.273

Properties
* orbital gap (alpha / beta): 7.322 / 7.620 eV
* relative energy (zero: lowest compared OMol25 entry of this formula, charge and spin): 4.377 eV
* DFT total energy: -720.5856 Eh
* E_LUMO (alpha / beta): 0.4035 / 0.4004 eV


C18H30N2O2 | the ωB97M-V functional and the def2-TZVPD basis

Element x y z (Å)
C: -3.143 -3.957 -0.826
H: -2.376 -4.123 -1.579
H: -4.095 -4.297 -1.227
H: -2.904 -4.561 0.047
C: -3.215 -2.479 -0.446
C: -4.339 -2.261 0.565
H: -4.124 -2.792 1.491
H: -4.470 -1.206 0.793
H: -5.280 -2.636 0.169
C: -1.859 -2.019 0.099
C: -1.743 -0.501 0.231
H: -1.840 -0.048 -0.754
H: -2.536 -0.115 0.877
C: -0.390 -0.085 0.822
C: -0.291 1.444 1.046
H: 0.686 1.626 1.501
C: -0.450 2.309 -0.209
H: 0.274 3.126 -0.172
C: -1.847 2.918 -0.383
C: -2.065 4.081 0.583
H: -1.926 3.770 1.616
H: -3.073 4.477 0.482
H: -1.360 4.882 0.373
C: -2.027 3.399 -1.821
H: -1.278 4.148 -2.066
H: -3.012 3.841 -1.958
H: -1.921 2.571 -2.518
H: -2.602 2.152 -0.180
H: -0.206 1.708 -1.086
H: -1.048 1.716 1.787
C: 0.734 -0.503 -0.129
O: 0.691 -0.334 -1.334
N: 1.794 -1.049 0.490
N: 2.875 -1.555 -0.237
C: 4.100 -0.891 -0.145
C: 4.424 -0.097 0.952
C: 5.684 0.460 1.057
C: 6.639 0.234 0.081
C: 6.320 -0.556 -1.013
C: 5.063 -1.113 -1.130
H: 4.813 -1.723 -1.986
H: 7.056 -0.733 -1.783
H: 7.622 0.671 0.168
H: 5.921 1.079 1.911
H: 3.685 0.092 1.716
H: 2.584 -1.739 -1.194
H: 1.725 -1.316 1.462
O: -0.162 -0.733 2.070
H: -0.909 -0.532 2.645
H: -1.075 -2.361 -0.580
H: -1.683 -2.489 1.070
H: -3.439 -1.900 -1.349

Properties
* orbital gap: 8.702 eV
* relative energy (zero: lowest compared OMol25 entry of this formula, charge and spin): 1.155 eV
* DFT total energy: -963.8776 Eh
* structure (SMILES): CC(C)CCC(O)(CCC(C)C)C(=O)NNc1ccccc1
* E_LUMO: 0.6060 eV


C3H8N2 | the ωB97M-V functional and the def2-TZVPD basis

Element x y z (Å)
C: 1.189 -0.183 1.539
C: 0.866 0.077 0.068
N: -1.746 0.662 -1.159
C: -1.198 -0.606 -0.863
N: -0.070 -0.935 -0.412
H: 2.254 -0.055 1.709
H: 0.703 0.501 2.234
H: 0.830 -1.167 1.814
H: 0.520 1.092 -0.132
H: 1.763 -0.073 -0.531
H: -1.094 1.420 -1.028
H: -2.109 0.660 -2.101
H: -1.907 -1.393 -1.136

Properties
* orbital gap: 10.335 eV
* relative energy (zero: lowest compared OMol25 entry of this formula, charge and spin): 1.473 eV
* DFT total energy: -228.5945 Eh
* structure (SMILES): CC/N=C\N
* E_LUMO: 1.0790 eV